[1]
A structure of composition C17H17CaF9N2O, computed with wB97M-V/def2-TZVPD.

Values from the calculation:
Energy relative to the best compared isomer or geometry (same formula, charge and spin)   59.9 kJ/mol
Spin multiplicity   1
E_HOMO   -5.285 eV
E_LUMO   -0.65 eV
Frontier orbital gap   4.634 eV

```
47
Properties=species:S:1:pos:R:3:forces:R:3
C -0.4277 2.0052 1.0818 0.9 0.3 -0.1
C -0.2982 -1.8253 1.6272 0.1 -1.2 2.1
H 0.4958 2.4538 1.4819 -0.4 0.5 0.2
H -1.1038 1.6892 1.8712 0.1 0.2 -0.1
H -0.9589 2.7147 0.4617 -0.2 0.4 -0.2
H 0.1853 -2.1135 0.6524 -0.2 1.4 0.7
H 0.1059 -2.6541 2.2154 -0.6 0.1 0.2
H -1.3991 -1.8455 1.5479 0.7 0.2 -0.1
C 0.4957 2.7095 -1.9868 0.2 -0.3 -0.7
C 0.8738 3.5127 -3.0789 -0.3 -1.0 0.3
C 1.1030 2.8732 -4.3032 -0.1 0.1 0.2
C 0.9547 1.4834 -4.4102 -0.2 -0.5 0.5
H 0.3277 3.1418 -0.9972 0.0 -0.3 -0.3
H 0.9872 4.5820 -2.9180 0.0 -0.2 -0.3
H 1.4116 3.4734 -5.1668 -0.1 -0.4 0.3
H 1.1651 0.9556 -5.3499 -0.1 0.5 0.4
N 0.3492 1.3723 -2.0824 0.7 0.1 -0.9
C 0.5693 0.7322 -3.2669 0.4 1.5 0.3
C 0.4553 -0.7606 -3.2470 0.1 -1.5 0.4
N 0.2559 -1.3763 -2.0339 -0.2 -0.3 -1.1
C 0.0607 -2.7152 -1.9877 0.5 0.5 -1.1
C 0.4760 -2.9359 -4.3459 0.1 0.2 0.1
C 0.1981 -3.5394 -3.1175 -0.1 0.7 0.5
H -0.2004 -3.1738 -1.0249 0.2 0.4 -0.4
H 0.0945 -4.6130 -2.9905 0.0 0.2 -0.2
C 0.5904 -1.5431 -4.4169 -0.1 0.3 0.5
H 0.8027 -1.0325 -5.3583 -0.2 -0.4 0.2
H 0.6017 -3.5544 -5.2396 0.0 0.3 0.3
Ca 0.2486 0.0504 -0.0374 -0.9 1.3 -0.3
C -2.1900 -0.0132 -0.4251 0.5 -0.5 0.0
H -2.5398 -1.0427 -0.5771 -0.5 0.0 -0.1
H -2.3956 0.5872 -1.3245 -0.1 -0.1 0.2
H -2.6695 0.4480 0.4525 0.0 -0.2 -0.3
F 0.9230 -2.3745 4.2197 -0.2 1.1 0.3
C 1.1143 -1.0541 4.4677 1.4 -0.8 0.3
F 1.2217 -0.9142 5.8221 -0.4 -0.2 -1.7
F 2.3321 -0.7505 3.9074 -1.1 -0.2 0.9
C 0.0933 -0.1104 3.7509 -0.2 -1.2 -1.2
O 0.1998 -0.5502 2.2525 0.4 0.8 1.5
C -1.4055 -0.2559 4.1233 -2.6 -0.4 -0.9
F -1.7595 0.0666 5.3814 1.0 -0.2 -0.8
F -2.2347 0.4834 3.2939 1.7 -1.3 1.3
F -1.7600 -1.5680 3.9229 0.4 1.1 0.5
C 0.5587 1.3824 4.1814 0.2 2.5 -1.3
F 0.9015 1.4969 5.4918 -0.4 -0.9 -1.2
F 1.6400 1.8146 3.4619 -1.4 -0.9 0.9
F -0.4495 2.2877 4.0176 1.2 -1.4 0.2
```
Positions in Å, forces in eV/Å.

=====

[2]
An isolated molecule of C17H17ClN2O2S, computed with wB97M-V/def2-TZVPD.

Values from the calculation:
Energy relative to the best compared isomer or geometry (same formula, charge and spin)   0.0 kJ/mol
Spin multiplicity   1
E_HOMO   -8.445 eV
E_LUMO   -0.13 eV
Frontier orbital gap   8.320 eV

```
40
Properties=species:S:1:pos:R:3:forces:R:3
O -1.4178 -3.9213 -1.4975 0.9 1.3 0.7
O -2.5543 -0.5478 -3.1521 -1.9 -0.9 -1.3
Cl -2.9721 0.9783 0.9526 -0.3 -0.1 -0.2
S 0.3849 2.7731 -1.0974 -0.8 0.0 -0.3
C -1.3288 -2.9662 -2.2827 -1.2 -3.5 0.7
C -1.5834 -0.4855 -2.4365 0.2 0.4 -0.4
C -0.8327 -1.6309 -1.9461 0.7 1.7 0.7
C -0.0739 1.0661 -1.3791 0.1 -0.7 -0.1
C 0.2495 -1.3872 -1.1408 0.1 1.0 0.0
C 0.6930 0.0189 -0.9102 -0.8 0.2 0.1
C -0.1549 1.2513 3.7915 -0.4 0.2 -1.1
C 0.6356 2.3161 3.3314 -0.1 -0.1 -0.4
C -1.3143 0.9121 3.0695 0.9 0.4 -0.2
C 0.2854 2.9913 2.1544 -0.9 -1.5 1.0
C -1.6100 1.5465 1.8399 0.7 0.1 1.1
C -0.8126 2.5964 1.3643 0.2 -0.2 0.5
N -1.7572 -3.2482 -3.5360 0.5 2.8 -0.9
N -1.1985 0.7978 -2.1460 1.7 0.1 1.4
C -0.9995 3.2706 0.0273 0.0 0.1 0.5
C 0.9917 -2.5028 -0.4724 1.1 -0.6 0.4
C 1.9750 0.3448 -0.1557 -0.4 -0.5 0.3
C 2.3995 -2.1208 0.0282 -0.9 0.2 0.4
C 2.3708 -0.7925 0.7927 -0.1 -0.2 -0.3
H 0.1385 0.6139 4.6217 -0.1 0.4 0.1
H 1.5718 2.5955 3.8245 -0.5 -0.1 0.0
H -1.9067 0.0870 3.4411 -0.2 0.1 -0.3
H 0.8861 3.8064 1.8605 0.6 0.8 -0.5
H -2.2961 -4.0768 -3.6018 -0.4 -0.6 0.0
H -2.0992 -2.4020 -3.9978 -0.1 -0.6 -0.3
H -1.7758 1.5120 -2.5813 0.3 -0.1 0.2
H -0.9991 4.3632 0.1955 0.4 -0.4 -0.4
H -1.9563 3.0488 -0.4341 0.0 -0.2 0.0
H 0.4373 -2.8859 0.3916 -0.3 0.2 -0.2
H 1.1118 -3.3815 -1.1216 -0.4 0.3 0.0
H 1.8901 1.2573 0.4294 -0.3 0.1 -0.1
H 2.7305 0.5830 -0.9148 0.3 -0.4 0.2
H 2.7739 -2.9256 0.6698 0.0 0.1 -0.2
H 3.0493 -2.0291 -0.8338 0.4 0.1 -0.1
H 3.3628 -0.6047 1.1581 0.6 0.2 0.3
H 1.7054 -0.8215 1.6938 0.3 -0.1 -0.8
```
Positions in Å, forces in eV/Å.

=====

[3]
An isolated molecule of C17H17ClN2O3S, computed with wB97M-V/def2-TZVPD.

Values from the calculation:
Energy relative to the best compared isomer or geometry (same formula, charge and spin)   0.0 kJ/mol
Spin multiplicity   1
E_HOMO   -8.889 eV
E_LUMO   0.08 eV
Frontier orbital gap   8.964 eV

```
41
Properties=species:S:1:pos:R:3:forces:R:3
C -3.9136 -1.9955 0.7379 0.1 0.0 -0.2
C -3.7235 -1.3952 -0.6501 -0.1 0.3 0.2
C -4.3964 -0.0301 -0.7790 0.1 -0.4 -0.6
H -5.4599 -0.0921 -0.5426 0.1 0.0 0.0
H -4.2573 0.3672 -1.7895 -0.1 0.0 0.2
O -3.8680 0.9072 0.1639 -0.3 0.1 0.3
C -2.6820 1.4376 -0.1045 0.2 0.4 0.0
O -2.0467 1.2418 -1.1092 -0.1 0.0 -0.1
C -2.1874 2.2688 1.0548 0.3 -0.3 0.0
H -3.0098 2.6724 1.6399 0.0 0.0 0.0
H -1.4963 3.0462 0.7345 -0.1 0.0 0.0
S -1.3141 1.1113 2.1788 0.2 0.0 0.0
C -0.2364 0.3169 1.0029 0.1 0.7 0.1
C 0.6990 0.9768 0.2957 -0.3 -1.0 -0.1
C 0.9574 2.3389 0.5050 -0.1 0.5 0.2
N 1.1806 3.4550 0.6590 0.1 0.4 0.0
C 1.5082 0.2975 -0.7871 0.0 0.0 0.1
C 2.9756 0.2778 -0.4152 0.0 0.0 -0.1
C 3.8728 1.0178 -1.1793 0.0 -0.1 0.1
C 5.2227 1.0494 -0.8850 0.1 0.0 0.0
C 5.7089 0.3322 0.1942 0.0 0.0 0.0
C 4.8390 -0.4083 0.9717 -0.1 0.0 0.1
C 3.4860 -0.4296 0.6694 0.3 0.1 -0.1
Cl 2.4507 -1.3703 1.6912 0.2 -0.1 0.2
H 5.2002 -0.9699 1.8190 0.0 -0.1 0.1
H 6.7606 0.3495 0.4346 0.1 0.0 0.0
H 5.8921 1.6342 -1.4967 0.1 0.1 -0.1
H 3.4992 1.5832 -2.0206 -0.1 0.1 -0.1
C 0.9315 -1.0821 -1.1435 0.0 0.0 -0.1
C 0.2052 -1.8291 -0.0487 0.0 -0.1 -0.4
O 0.0798 -3.0285 -0.0177 0.0 -0.1 -0.1
N -0.4511 -1.0298 0.8584 -0.4 -0.1 0.3
H -1.0459 -1.4919 1.5355 0.0 0.0 -0.2
H 1.7120 -1.7319 -1.5423 -0.1 0.0 0.0
H 0.1799 -0.9496 -1.9291 0.0 0.0 0.0
H 1.4256 0.9259 -1.6818 0.0 -0.1 0.1
H -2.6596 -1.2840 -0.8673 0.0 0.0 -0.1
H -4.1496 -2.0558 -1.4061 0.0 0.0 -0.1
H -4.9633 -2.2168 0.9165 -0.1 -0.1 0.1
H -3.3455 -2.9180 0.8275 0.0 -0.1 0.1
H -3.5807 -1.2989 1.5051 0.0 0.0 0.1
```
Positions in Å, forces in eV/Å.

=====

[4]
A structure of composition C17H17ClO3SSm, computed with wB97M-V/def2-TZVPD.

Values from the calculation:
Charge   -1
⟨S²⟩   8.76
Spin multiplicity   6
E_HOMO (spin up / spin down)   -4.776 / -4.796 eV
E_LUMO (spin up / spin down)   2.52 / 2.52 eV
Frontier orbital gap (spin up / spin down)   7.301 / 7.320 eV

```
40
Properties=species:S:1:pos:R:3:forces:R:3
C 3.1233 -2.0224 0.2800 0.8 -0.7 0.8
C 3.5335 -2.5968 -0.9423 0.8 -1.4 0.7
C 2.5478 -3.5375 -1.3198 1.0 -1.7 0.6
H 4.4191 -2.3372 -1.4977 0.1 0.0 -0.1
C 1.5161 -3.5105 -0.3555 0.8 -1.4 0.8
C 1.8906 -2.5780 0.6383 0.4 -1.0 0.9
H 1.2762 -2.2627 1.4611 0.0 0.1 0.1
H 3.6125 -1.2086 0.7828 0.0 0.1 0.0
H 2.5691 -4.1538 -2.2012 0.0 0.0 -0.1
H 0.5941 -4.0665 -0.3854 -0.1 -0.1 0.0
Sm 1.5315 -1.4146 -1.4773 -1.6 4.1 2.9
Cl 2.6120 0.7674 -0.9544 2.2 1.2 -0.6
C 0.5433 -0.2417 -3.2805 -0.7 0.4 -1.8
C -0.1770 -1.4519 -3.1785 -0.5 0.4 -1.4
C 0.6959 -2.5014 -3.4948 -0.3 -0.4 -1.1
H -1.1839 -1.5507 -2.8161 -0.2 0.0 0.1
C 1.9579 -1.9419 -3.8140 -0.1 -0.1 -1.3
C 1.8605 -0.5488 -3.6911 -0.5 0.3 -1.6
H 2.6664 0.1559 -3.7873 0.0 0.1 0.0
H 0.1845 0.7300 -2.9940 0.0 0.1 0.1
H 0.4602 -3.5521 -3.4498 0.0 -0.1 0.0
H 2.8527 -2.4906 -4.0575 0.0 -0.1 -0.1
C -3.9982 4.0996 3.8941 -0.4 0.3 0.3
C -3.1230 3.1875 3.0863 -0.2 -0.7 -0.2
C -1.8304 3.6064 2.7573 -0.1 -0.9 -0.4
C -1.0011 2.7836 2.0023 0.3 -0.1 -0.1
C -1.4438 1.5261 1.5608 -1.5 -0.6 0.6
C -2.7338 1.0954 1.8850 0.2 0.6 0.2
C -3.5729 1.9261 2.6481 0.9 0.5 -0.2
S -0.2942 0.5724 0.5652 8.6 -0.4 -4.9
O 0.0040 1.4814 -0.6318 -3.5 -1.7 2.4
O 1.0483 0.6170 1.3082 -4.5 -1.0 0.6
O -0.3629 -1.0276 -0.1155 -2.2 4.8 3.2
H -3.5142 4.3139 4.8712 -0.4 0.0 -0.5
H -4.1396 5.0574 3.3482 0.0 -0.5 0.4
H -4.9946 3.6495 4.0807 0.6 0.3 -0.1
H -1.4644 4.5743 3.0827 0.0 -0.1 0.0
H -0.0052 3.1300 1.7532 0.0 -0.2 -0.1
H -3.0886 0.1313 1.5463 0.0 0.0 0.0
H -4.5719 1.5900 2.8930 0.0 0.0 0.0
```
Positions in Å, forces in eV/Å.

=====

[5]
An isolated molecule of C17H17FN2O3S, computed with wB97M-V/def2-TZVPD.

Values from the calculation:
Energy relative to the best compared isomer or geometry (same formula, charge and spin)   47.5 kJ/mol
Spin multiplicity   1
E_HOMO   -8.499 eV
E_LUMO   0.34 eV
Frontier orbital gap   8.838 eV

```
41
Properties=species:S:1:pos:R:3:forces:R:3
O -2.1748 -2.2369 0.3317 -0.2 -0.2 -0.1
C -1.3546 -1.3577 0.4528 0.2 0.4 0.4
N -0.5503 -0.8883 -0.5476 0.2 0.2 -0.3
C -0.4976 -1.2783 -1.8854 0.0 -0.3 -0.2
C -1.2492 -2.3338 -2.3924 -0.1 -0.1 0.1
C -1.1263 -2.7100 -3.7171 0.1 0.1 -0.1
C -0.2501 -2.0451 -4.5566 0.0 0.0 -0.1
C 0.4906 -0.9839 -4.0676 0.0 0.1 0.1
C 0.3755 -0.5947 -2.7419 -0.5 -0.5 -0.1
N 1.1387 0.4888 -2.2390 -0.2 0.7 0.2
S 0.3153 1.9183 -1.8485 0.3 0.4 0.1
O -1.0970 1.7224 -1.9368 0.1 -0.2 0.1
O 0.9356 2.9730 -2.5943 0.3 -0.1 0.0
C 0.7561 2.1645 -0.1252 -0.3 -0.1 -0.6
C 2.0677 1.9986 0.2816 0.1 0.0 0.1
C 2.4150 2.2738 1.5930 -0.1 0.1 0.0
C 1.4295 2.7198 2.4608 -0.1 0.0 -0.2
C 0.1149 2.8983 2.0610 0.2 0.0 0.1
C -0.2180 2.6172 0.7463 0.0 0.0 -0.1
H -1.2240 2.7419 0.3774 -0.2 0.0 0.1
H -0.6183 3.2520 2.7682 -0.1 0.0 0.1
F 1.7621 2.9862 3.7335 0.0 0.0 -0.1
H 3.4262 2.1540 1.9477 0.1 0.0 0.0
H 2.8055 1.6576 -0.4261 0.2 -0.1 0.0
H 1.8933 0.7336 -2.8663 0.1 0.1 0.0
H 1.1696 -0.4470 -4.7151 0.0 0.1 -0.1
H -0.1485 -2.3396 -5.5896 0.0 0.0 -0.1
H -1.7187 -3.5301 -4.0925 -0.1 -0.1 0.0
H -1.9277 -2.8517 -1.7361 0.0 0.0 0.0
H 0.0855 -0.1394 -0.3109 -0.1 -0.3 0.3
C -1.0620 -0.6610 1.7676 -0.4 -0.2 -0.1
H -1.2689 0.4046 1.6571 0.0 0.0 0.0
C -1.7085 -1.2859 3.0135 -0.3 0.0 0.0
H -2.4590 -0.6778 3.5119 -0.1 0.0 0.0
H -2.1326 -2.2631 2.7924 0.0 0.0 0.0
C -0.3313 -1.3471 3.6907 0.1 -0.1 0.3
H -0.0426 -2.3186 4.0841 0.0 0.0 0.1
H -0.2043 -0.5994 4.4706 0.0 0.0 0.1
C 0.3332 -0.9458 2.3644 0.3 0.1 0.0
H 1.0107 -0.0950 2.4110 0.1 0.0 -0.1
H 0.8392 -1.7744 1.8716 0.0 0.0 -0.1
```
Positions in Å, forces in eV/Å.